Entry 1:
Molecular formula: C43H34BCl4HoI2N6O8S3
Method: DFT, ωB97M-V/def2-TZVPD

Geometry (Å):
Ho (-1.00243, 0.22573, 1.26789)
O (0.87697, 1.11573, -4.60223)
C (-0.19947, 1.39531, -4.06473)
O (-1.27301, 0.77576, -4.10234)
C (-0.07500, 2.46090, -3.02660)
C (1.10596, 3.21177, -2.89839)
C (1.25500, 4.05085, -1.81100)
N (0.30347, 4.15564, -0.78656)
C (-0.80155, 3.44326, -0.98960)
C (-0.99376, 2.50799, -2.01030)
C (-1.80906, 3.26175, 0.07219)
O (-2.91416, 3.83931, -0.00766)
O (-1.41251, 2.48181, 0.99372)
H (1.82267, 3.15215, -3.68179)
H (2.15893, 4.60258, -1.69440)
H (-1.87432, 1.83721, -2.10645)
Cl (-3.31300, -6.03450, 3.64064)
C (-3.37063, -4.38744, 3.06620)
C (-4.42292, -3.53221, 3.40927)
Cl (-5.88356, -4.18764, 4.11574)
C (-4.27849, -2.17447, 3.19838)
Cl (-5.49302, -1.05904, 3.67745)
C (-3.17092, -1.64346, 2.59517)
O (-2.97094, -0.32595, 2.40502)
C (-2.09869, -2.47273, 2.15216)
O (-1.17165, -1.93999, 1.37098)
C (-2.28197, -3.83909, 2.40578)
Cl (-0.96728, -4.84838, 1.81793)
S (3.44169, -5.69141, -0.58972)
C (2.29861, -6.74715, -1.33557)
C (1.04054, -6.20922, -1.38431)
C (1.05786, -4.86799, -0.88496)
C (2.24282, -4.43451, -0.47289)
C (2.51683, -3.16208, 0.15738)
C (1.37448, -2.49522, 0.72139)
N (1.39981, -1.23287, 1.05711)
C (2.51143, -0.48248, 0.83966)
C (3.73740, -1.10034, 0.60393)
C (4.96104, -0.34552, 0.45547)
C (4.94534, 0.95333, 0.71396)
C (3.72921, 1.62570, 0.98583)
C (3.71857, 2.99889, 1.34915)
C (2.55531, 3.62162, 1.60911)
C (1.37859, 2.84352, 1.62104)
N (1.36193, 1.53968, 1.30394)
C (2.52166, 0.94095, 1.02951)
C (2.53761, 5.03784, 2.01187)
C (3.20043, 5.44769, 3.13564)
C (3.09225, 6.86449, 3.37362)
C (2.32797, 7.46014, 2.41640)
S (1.68856, 6.35203, 1.26250)
C (3.72908, -2.48829, 0.16194)
H (2.60744, -7.65427, -1.87614)
H (0.18839, -6.73257, -1.75800)
H (0.24132, -4.18212, -0.95453)
H (0.42165, -2.94277, 1.05444)
H (5.80845, -0.84413, 0.15372)
H (5.87889, 1.50642, 0.60010)
H (4.57110, 3.64677, 1.18899)
H (0.47354, 3.33947, 1.96934)
H (3.75503, 4.82359, 3.78252)
H (3.51285, 7.40465, 4.21100)
H (2.18652, 8.53053, 2.37154)
H (4.56046, -2.89481, -0.36658)
B (1.84876, 0.70499, 5.41625)
C (0.79409, 0.47915, 4.25327)
N (0.01150, 0.35117, 3.37453)
H (2.89894, 1.18714, 4.80102)
H (2.12646, -0.32990, 5.96321)
H (1.40705, 1.45256, 6.24124)
O (-2.88324, 0.37843, -0.24934)
S (-4.23754, 0.92379, 0.16866)
C (-4.89009, 1.56999, -1.39358)
C (-4.66996, 0.37005, -2.30569)
C (-5.13839, -0.92781, -1.51308)
C (-5.32541, -0.50054, -0.10009)
H (-4.40753, 2.48713, -1.72801)
H (-5.91471, 1.85720, -1.15338)
H (-3.63186, 0.20987, -2.46998)
H (-5.27352, 0.39637, -3.19266)
H (-4.43164, -1.73162, -1.63062)
H (-6.05302, -1.30071, -1.89114)
H (-5.01726, -1.20714, 0.60615)
H (-6.34465, -0.16696, 0.18432)
N (-0.08415, 0.00730, -0.91085)
C (0.10182, -0.73688, -1.75935)
N (0.41229, -1.73480, -2.57266)
C (1.83366, -1.96545, -2.92009)
C (2.11187, -1.80831, -4.39341)
O (1.15078, -2.50176, -5.11802)
C (-0.17566, -1.97984, -4.90856)
C (-0.64066, -2.32630, -3.45605)
H (2.12653, -2.92776, -2.56971)
H (2.26028, -1.16060, -2.37259)
H (3.11431, -2.07852, -4.60837)
H (1.98117, -0.66463, -4.53030)
H (-0.77594, -2.49216, -5.64312)
H (-0.20512, -0.92651, -5.05126)
H (-0.63130, -3.37801, -3.25350)
H (-1.58301, -1.83488, -3.15579)
I (-2.88864, 1.65773, 4.16172)
I (-2.29553, 4.14582, 4.75595)

Computed properties:
- Spin multiplicity: 5
- Max |F|: 0.080 Eh/bohr
- E_tot: -195742.767 eV
- Total charge: -2

Atomic partial charges in e from the Löwdin method, atoms 1 to 8:
1 Ho 1.436
2 O -0.036
3 C -0.695
4 O -0.027
5 C -0.132
6 C -0.015
7 C -0.107
8 N 0.124

=====

Entry 2:
Molecular formula: C14H25BN6SiSn
Method: DFT, ωB97M-V/def2-TZVPD

Geometry (Å):
C (-1.02034, 1.73003, -2.59441)
N (-0.45083, 0.72250, -1.91428)
N (0.61059, 0.26063, -2.66636)
C (0.67125, 0.97431, -3.82144)
C (-0.34777, 1.92541, -3.81781)
B (1.51081, -0.97245, -2.24185)
N (2.45002, -0.76205, -0.98298)
N (1.97567, -0.62644, 0.30631)
C (3.03860, -0.52655, 1.12008)
C (4.22878, -0.61900, 0.37036)
C (3.80891, -0.76996, -0.95021)
Sn (0.00000, 0.00000, 0.00000)
N (0.55657, -2.14550, -1.91161)
N (-0.29304, -1.96175, -0.87166)
C (-1.02787, -3.07886, -0.74722)
C (-0.64357, -4.01144, -1.73372)
C (0.36910, -3.37572, -2.45420)
H (-1.78444, -3.15334, 0.03418)
H (0.96467, -3.70479, -3.30498)
H (-1.04672, -5.00952, -1.89948)
H (2.22295, -1.24212, -3.18377)
H (4.37743, -0.89038, -1.87173)
H (1.43332, 0.74630, -4.56579)
H (5.25285, -0.59152, 0.74057)
H (-0.57943, 2.65078, -4.59665)
H (2.88955, -0.39995, 2.19215)
H (-1.87908, 2.25120, -2.17173)
H (-0.15019, 0.12659, 2.58278)
C (-0.02913, 0.83083, 3.42162)
H (0.86507, 0.55726, 4.00463)
H (0.08726, 1.85365, 3.02859)
H (-0.91856, 0.78555, 4.07046)
C (-3.85737, 2.75229, -0.27899)
Si (-3.59767, 1.15186, 0.65845)
C (-4.34439, 1.54907, 2.33156)
C (-4.58698, -0.21963, -0.11592)
C (-1.84008, 0.63125, 1.12688)
H (-4.91736, 3.05585, -0.15960)
H (-3.70791, 2.63137, -1.35874)
H (-3.20996, 3.55189, 0.13987)
H (-5.39991, 1.86681, 2.20927)
H (-4.29662, 0.65880, 2.99012)
H (-3.77912, 2.38332, 2.79684)
H (-4.16335, -0.46491, -1.10892)
H (-4.55285, -1.11185, 0.54052)
H (-5.63924, 0.11542, -0.23084)
H (-1.54793, 1.57844, 1.61262)
H (-2.05862, -0.18663, 1.84595)

Computed properties:
- Max |F|: 0.083 Eh/bohr
- Energy relative to the best compared isomer or geometry (same formula, charge and spin): 0.00 kcal per mole
- Total charge: +4

Atomic partial charges in e from the natural (NBO) method, atoms 1 to 8:
1 C 0.055
2 N -0.503
3 N -0.350
4 C 0.109
5 C -0.250
6 B 0.450
7 N -0.357
8 N -0.483

=====

Entry 3:
Molecular formula: C16H18NO3PtS
Method: DFT, ωB97M-V/def2-TZVPD

Geometry (Å):
Pt (0.45872, 0.06975, 0.17521)
O (2.58070, -0.03400, -1.09415)
N (2.78674, -1.17480, -1.68370)
C (3.63997, -1.19458, -2.73486)
C (3.94133, -2.33541, -3.43254)
C (3.32773, -3.52800, -3.03588)
C (2.46332, -3.50672, -1.97559)
C (2.16346, -2.32971, -1.24570)
S (1.11301, -2.30890, 0.09573)
H (4.04480, -0.21939, -2.95972)
H (4.62923, -2.28377, -4.26485)
H (3.52281, -4.45363, -3.56461)
H (1.95950, -4.40543, -1.64662)
C (-2.14120, -1.44364, -1.77166)
C (-1.10297, -0.56163, -2.45732)
C (-1.66323, -0.05836, -3.79414)
C (-0.66371, 0.58515, -1.55453)
H (-2.43282, -2.29186, -2.40282)
H (-3.04040, -0.85453, -1.55771)
H (-1.76044, -1.82406, -0.82473)
H (-0.22450, -1.18250, -2.68522)
H (-2.54388, 0.56779, -3.61477)
H (-1.96306, -0.88368, -4.45339)
H (-0.92613, 0.55158, -4.32301)
H (-1.54753, 1.14987, -1.22700)
H (-0.02477, 1.27615, -2.12291)
O (0.38921, 1.94176, 1.53392)
C (-0.43279, 1.33599, 2.32528)
O (-0.81739, 0.13859, 1.97836)
C (-0.89187, 1.93675, 3.53221)
C (-1.80715, 1.27516, 4.42513)
C (-2.24538, 1.87753, 5.57570)
C (-1.82191, 3.18284, 5.94798)
C (-0.91396, 3.84131, 5.07617)
C (-0.46540, 3.25523, 3.92080)
H (-2.14402, 0.28007, 4.15952)
H (-2.93708, 1.33951, 6.22086)
H (-2.16975, 3.65176, 6.86089)
H (-0.56339, 4.83986, 5.33000)
H (0.22420, 3.77796, 3.26966)

Computed properties:
- Spin multiplicity: 4
- Max |F|: 0.009 Eh/bohr
- Energy relative to the best compared isomer or geometry (same formula, charge and spin): 19.20 kcal per mole
- Total charge: -2

Atomic partial charges in e from the natural (NBO) method, atoms 1 to 8:
1 Pt 0.961
2 O -0.586
3 N 0.025
4 C 0.000
5 C -0.310
6 C -0.231
7 C -0.245
8 C -0.005

=====

Entry 4:
Molecular formula: C6H11N
Method: DFT, ωB97M-V/def2-TZVPD

Geometry (Å):
C (0.96090, 1.50734, -1.16300)
C (1.30238, 1.38222, 0.31169)
C (1.37157, -0.08759, 0.87089)
C (0.04438, -0.77306, 1.15578)
C (-0.69080, -1.41500, 0.15034)
N (-1.18316, -0.86142, -1.06221)
C (-2.13852, -0.33959, -0.26864)
H (1.04604, 2.51880, -1.59002)
H (1.64207, 0.90211, -1.74497)
H (-0.04734, 1.19173, -1.42750)
H (0.50385, 1.85946, 0.89541)
H (2.21708, 1.89782, 0.64167)
H (1.85849, -0.12014, 1.85342)
H (1.87405, -0.72511, 0.14493)
H (-0.21601, -0.93418, 2.18693)
H (-0.98045, -2.46280, 0.25876)
H (-3.18235, -0.51113, -0.52770)
H (-2.02156, 0.52041, 0.38352)

Computed properties:
- Max |F|: 0.046 Eh/bohr
- Energy relative to the best compared isomer or geometry (same formula, charge and spin): 128.64 kcal per mole

Atomic partial charges in e from the natural (NBO) method, atoms 1 to 8:
1 C -0.624
2 C -0.395
3 C -0.433
4 C -0.210
5 C -0.030
6 N -0.490
7 C 0.031
8 H 0.211